1.
Molecular formula: CH4NOPS
Method: DFT, wB97M-V/def2-TZVPD

The geometry in XYZ format:
```
9
Properties=species:S:1:pos:R:3
C 0.566 0.926 -0.080
N 2.049 -1.249 -0.113
O 1.810 1.212 -0.656
P 0.492 -0.922 -0.018
S 2.841 0.194 0.173
H 0.655 1.152 1.097
H -0.167 1.421 -0.699
H -0.296 -1.562 -0.859
H -0.318 -1.166 1.124
```

Output
LUMO ... 0.6 eV

2.
Molecular formula: CH4NOPS
Method: DFT, wB97M-V/def2-TZVPD

The geometry in XYZ format:
```
9
Properties=species:S:1:pos:R:3
C -0.665 -0.325 -0.824
N 1.748 0.989 0.214
O 0.955 1.629 -0.549
P 0.351 -1.516 -0.060
S 2.404 -0.471 -0.093
H -1.640 -0.101 -0.680
H -0.468 -0.405 -1.974
H 1.803 1.260 1.155
H 0.377 -1.373 1.431
```

Output
LUMO (alpha / beta) ... -0.8 / -0.2 eV

Repeat the first record exactly.
Molecular formula: CH4NOPS
Method: DFT, wB97M-V/def2-TZVPD

The geometry in XYZ format:
```
9
Properties=species:S:1:pos:R:3
C 0.566 0.926 -0.080
N 2.049 -1.249 -0.113
O 1.810 1.212 -0.656
P 0.492 -0.922 -0.018
S 2.841 0.194 0.173
H 0.655 1.152 1.097
H -0.167 1.421 -0.699
H -0.296 -1.562 -0.859
H -0.318 -1.166 1.124
```

Output
LUMO ... 0.6 eV

Copy entry 2 word for word.
Molecular formula: CH4NOPS
Method: DFT, wB97M-V/def2-TZVPD

The geometry in XYZ format:
```
9
Properties=species:S:1:pos:R:3
C -0.665 -0.325 -0.824
N 1.748 0.989 0.214
O 0.955 1.629 -0.549
P 0.351 -1.516 -0.060
S 2.404 -0.471 -0.093
H -1.640 -0.101 -0.680
H -0.468 -0.405 -1.974
H 1.803 1.260 1.155
H 0.377 -1.373 1.431
```

Output
LUMO (alpha / beta) ... -0.8 / -0.2 eV